# 1
Molecular formula: C4H6N2O2
Method: DFT, the ωB97M-V functional and the def2-TZVPD basis

XYZ file:
```
14
Properties=species:S:1:pos:R:3
O -2.50192 0.19489 0.36495
O 0.77027 1.29664 -0.57737
N 2.30737 -0.43611 1.01631
N -1.42672 0.13407 -1.64558
C -0.04098 -1.31591 0.76199
C -0.01002 0.81505 0.25561
C -1.49726 0.26460 -0.30521
C 0.99028 -0.65901 0.97572
H -0.81365 -2.03366 0.66654
H 2.64655 0.41470 1.44557
H -0.62163 0.54107 -2.10089
H 2.78642 -0.53513 0.12155
H -0.31184 1.29734 1.19520
H -2.27688 0.02147 -2.17439
```

The largest force on an atom comes out at 4.5 eV/Å. Its highest occupied orbital energy is -8.59 eV. Its spin multiplicity is 1. For the gap between HOMO and LUMO, the calculation gives 0.3271 hartree. As for the lowest unoccupied orbital energy: 0.315 eV.

# 2
Molecular formula: CH3F2N3
Method: DFT, the ωB97M-V functional and the def2-TZVPD basis

XYZ file:
```
9
Properties=species:S:1:pos:R:3
F -4.36278 -0.05764 -0.34569
F 3.06546 0.46320 -0.84128
N -1.61150 0.01607 -0.00385
N 0.83021 0.24306 0.32739
N 2.62446 -0.22624 0.18095
C -0.48277 -0.05762 0.17005
H 2.60849 -1.25083 0.00759
H 0.81779 0.99716 0.92197
H -3.48936 -0.12716 -0.41714
```

The largest force on an atom comes out at 4.7 eV/Å. Its highest occupied orbital energy (spin up / spin down) is -10.45 / -10.45 eV. Its spin multiplicity is 1. For the gap between HOMO and LUMO (spin up / spin down), the calculation gives 0.3177 / 0.3176 hartree. As for the lowest unoccupied orbital energy (spin up / spin down): -1.807 / -1.807 eV.